1.
DFT (the ωB97M-V functional and the def2-TZVPD basis) results for a 2-piece molecular cluster, C20H25ClN6O6S overall in a non-equilibrium geometry.

## Properties
M, g mol⁻¹: 512.98
LUMO energy, hartree: -0.032
Energy, eV: -65728.4637
SMILES string: Cc1oc(C(N)=O)cc1S(=O)(=O)Nc1cnc(Cl)c(C#N)c1.CNC(=O)[C@@H](NC(C)=O)C(C)C
Charge: 0
Max |F|, eV Å⁻¹: 2.77

Geometry (Å):
C  -3.48610  -2.13396  -1.88028
C  -2.45930  -1.45413  -2.73101
O  -2.33666  -1.75894  -4.06030
C  -1.27835  -1.03541  -4.57069
C  -0.79423  -1.09811  -5.97103
N  0.42784  -0.62139  -6.37638
O  -1.43756  -1.61187  -6.86898
C  -0.74349  -0.25831  -3.57261
C  -1.51895  -0.53555  -2.37712
S  -1.34605  0.12518  -0.71190
O  -2.62831  0.30261  -0.02589
O  -0.38929  -0.66201  0.06605
N  -0.59374  1.63943  -0.96152
C  -1.18088  2.70941  -1.65382
C  -2.56047  2.79748  -1.97008
N  -3.08475  3.82092  -2.66163
C  -2.28499  4.82041  -3.06732
Cl  -3.01678  6.12280  -3.97477
C  -0.90940  4.82036  -2.78423
C  -0.07030  5.88844  -3.23081
N  0.63408  6.74211  -3.59234
C  -0.35633  3.75635  -2.06483
H  -3.53561  -3.19309  -2.14655
H  -4.46629  -1.68312  -2.05483
H  -3.24756  -2.06247  -0.81743
H  0.69257  -0.89385  -7.32021
H  1.14991  -0.47546  -5.68072
H  0.09393  0.42743  -3.67313
H  0.41133  1.55006  -0.93833
H  -3.24297  2.01176  -1.66765
H  0.70516  3.75655  -1.83278
C  -2.07976  -1.27910  3.62125
N  -0.77346  -0.76814  3.21323
C  0.37005  -1.45618  3.30879
O  0.41626  -2.58187  3.79704
C  1.64395  -0.74209  2.82871
N  2.14542  0.26785  3.78961
C  2.40741  0.18203  5.09569
C  2.17723  -1.09365  5.87782
O  2.85361  1.16209  5.67086
C  2.75489  -1.70668  2.34408
C  2.28923  -2.56145  1.15638
C  4.00429  -0.94398  1.87480
H  -2.83149  -0.49258  3.54413
H  -2.03246  -1.63240  4.65308
H  -2.36541  -2.11291  2.97742
H  -0.73730  0.14670  2.79483
H  1.34321  -0.18775  1.94208
H  2.37181  1.17349  3.41130
H  2.60892  -1.94123  5.35305
H  2.65361  -0.99836  6.85192
H  1.10910  -1.24944  6.01535
H  3.04953  -2.37177  3.15434
H  3.08738  -3.24070  0.85692
H  1.42573  -3.16367  1.43840
H  2.02167  -1.92775  0.31187
H  4.74170  -1.64664  1.48641
H  3.74069  -0.23398  1.09201
H  4.45768  -0.41343  2.71176

Formally, the natural (NBO) partial charges of the atoms, in units of the elementary charge, are as follows: -0.676 0.405 -0.364 0.183 0.609 -0.814 -0.577 -0.235 -0.463 2.268 -0.905 -0.922 -0.833 0.096 0.024 -0.385 0.206 0.053 -0.202 0.260 -0.259 -0.150 0.248 0.249 0.255 0.422 0.383 0.237 0.426 0.230 0.234 -0.410 -0.593 0.667 -0.639 -0.120 -0.619 0.675 -0.711 -0.637 -0.219 -0.611 -0.606 0.210 0.213 0.203 0.397 0.212 0.405 0.229 0.241 0.238 0.214 0.210 0.227 0.199 0.214 0.189 0.217



2.
DFT (the ωB97M-V functional and the def2-TZVPD basis) results for the molecule C22H32N2O4.

## Properties
M, g mol⁻¹: 388.51
LUMO energy, hartree: 0.022
Energy, eV: -34504.5878
SMILES string: COc1cccc(CNC(=O)[C@H]2CCC(=O)N(CC3CCCCC3)C2)c1OC
Charge: 0
Energy relative to the best compared isomer or geometry (same formula, charge and spin), eV: 1.7206
Max |F|, eV Å⁻¹: 0.62

Geometry (Å):
C  -4.36120  0.02262  2.82479
O  -3.74944  0.62580  1.71157
C  -3.31037  -0.17209  0.68810
C  -3.43488  -1.55580  0.68987
C  -2.93939  -2.31541  -0.35444
C  -2.29260  -1.70287  -1.40774
C  -2.16394  -0.32292  -1.44182
C  -1.43920  0.34737  -2.58551
N  -0.38132  1.21961  -2.12082
C  0.89460  0.81184  -1.99414
O  1.30582  -0.23856  -2.44584
C  1.82007  1.84198  -1.32693
C  1.14878  2.61292  -0.18252
C  2.19454  3.01272  0.85586
C  2.75679  1.74629  1.47182
O  2.84080  1.57113  2.67296
N  3.10616  0.82130  0.55142
C  3.69083  -0.42620  0.99749
C  2.76290  -1.65413  0.91472
C  2.83394  -2.38647  -0.42596
C  2.00094  -3.66326  -0.35678
C  0.54986  -3.31623  -0.04241
C  0.45027  -2.55070  1.27327
C  1.30926  -1.29147  1.21818
C  3.12324  1.16930  -0.85030
C  -2.69333  0.45668  -0.40868
O  -2.52398  1.81562  -0.54034
C  -3.47070  2.70168  0.01985
H  -5.27595  -0.50964  2.54471
H  -4.61441  0.84274  3.49523
H  -3.67922  -0.66331  3.33655
H  -3.91245  -2.05354  1.51797
H  -3.04705  -3.38833  -0.32957
H  -1.89041  -2.29092  -2.21763
H  -0.98244  -0.40834  -3.22706
H  -2.14093  0.94957  -3.17182
H  -0.70117  2.03388  -1.62163
H  2.09036  2.54245  -2.12619
H  0.40577  1.98437  0.31528
H  0.64452  3.50491  -0.56045
H  1.75270  3.61550  1.64928
H  2.99811  3.58768  0.38995
H  3.95520  -0.25973  2.04570
H  4.60766  -0.61522  0.42988
H  3.10898  -2.35103  1.68811
H  2.43532  -1.75881  -1.22280
H  3.87251  -2.63231  -0.66262
H  2.05700  -4.19404  -1.30933
H  2.39896  -4.32253  0.41956
H  -0.05390  -4.22526  0.00815
H  0.15618  -2.69089  -0.84496
H  -0.59137  -2.27964  1.46217
H  0.78822  -3.18770  2.09466
H  0.92718  -0.64157  0.42824
H  1.25306  -0.74898  2.16406
H  3.96978  1.84228  -1.04744
H  3.27213  0.25920  -1.43335
H  -3.31843  3.65091  -0.49568
H  -3.31245  2.83865  1.09083
H  -4.49217  2.35702  -0.15323

Formally, the natural (NBO) partial charges of the atoms, in units of the elementary charge, are as follows: -0.250 -0.509 0.228 -0.283 -0.209 -0.212 -0.076 -0.232 -0.620 0.699 -0.648 -0.312 -0.408 -0.484 0.687 -0.636 -0.451 -0.205 -0.227 -0.412 -0.392 -0.400 -0.396 -0.397 -0.222 0.309 -0.546 -0.238 0.177 0.201 0.181 0.221 0.218 0.219 0.237 0.209 0.417 0.231 0.217 0.212 0.237 0.215 0.240 0.190 0.197 0.230 0.196 0.204 0.187 0.199 0.204 0.207 0.190 0.191 0.219 0.187 0.251 0.185 0.193 0.181



3.
DFT (the ωB97M-V functional and the def2-TZVPD basis) results for a 2-piece molecular cluster, C10H15NO2 overall in a non-equilibrium geometry.

## Properties
M, g mol⁻¹: 181.24
LUMO energy, hartree: 0.022
Energy, eV: -16197.8493
SMILES string: Cc1ccc(O)cc1.CCC(N)=O
Charge: 0
Energy relative to the best compared isomer or geometry (same formula, charge and spin), eV: 1.2431
Max |F|, eV Å⁻¹: 2.77

Geometry (Å):
C  -1.83001  -0.87301  -2.97972
C  -1.90128  -0.41809  -1.55988
C  -2.02423  -1.32382  -0.51197
C  -2.02786  -0.93754  0.82082
C  -2.05586  0.43542  1.06543
O  -1.77384  0.90214  2.33369
C  -1.88198  1.35224  0.04222
C  -1.89255  0.94710  -1.29221
H  -2.54810  -1.68618  -3.20739
H  -0.89335  -1.27269  -3.36756
H  -2.27881  -0.26799  -3.77365
H  -1.78742  -2.34483  -0.80272
H  -1.91030  -1.66722  1.60355
H  -1.33728  0.23899  2.88158
H  -1.82705  2.40739  0.27769
H  -2.08086  1.71288  -2.03028
C  1.01035  -0.64229  0.85501
C  2.47188  -0.52537  1.27386
C  3.36027  0.28105  0.33225
N  3.21876  -0.05564  -0.98974
O  4.11042  1.14223  0.72470
H  0.47190  0.20084  1.27238
H  0.47165  -1.54326  1.13342
H  0.79263  -0.52166  -0.20810
H  2.60514  -0.07364  2.25699
H  2.85124  -1.53174  1.41444
H  3.92719  0.24425  -1.64005
H  2.36739  -0.33462  -1.43699

Formally, the natural (NBO) partial charges of the atoms, in units of the elementary charge, are as follows: -0.656 -0.052 -0.189 -0.268 0.284 -0.691 -0.249 -0.194 0.220 0.218 0.228 0.209 0.218 0.481 0.227 0.219 -0.617 -0.511 0.687 -0.854 -0.589 0.218 0.213 0.205 0.228 0.225 0.396 0.396



4.
DFT (the ωB97M-V functional and the def2-TZVPD basis) results for C16H15ClN2O3S as an isolated structure in a non-equilibrium geometry.

## Properties
M, g mol⁻¹: 350.83
LUMO energy, hartree: -0.002
Energy, eV: -49305.5631
Charge: 0
Energy relative to the best compared isomer or geometry (same formula, charge and spin), eV: 10.9975
Max |F|, eV Å⁻¹: 11.86

Geometry (Å):
C  -7.54286  -1.08727  1.56786
C  -6.53111  0.10109  1.28427
H  -5.84937  0.33488  2.11238
H  -7.20377  1.00263  1.13568
O  -5.87528  -0.28344  -0.04264
C  -5.09770  0.76484  -0.17071
O  -4.98805  1.74803  0.55945
C  -4.27634  0.49638  -1.58967
C  -2.86569  0.37220  -1.18728
C  -1.93949  1.33081  -0.80141
S  -0.47646  0.98681  -0.34186
C  -1.12348  -0.74550  -0.73248
N  -2.23693  -1.07135  -1.10014
N  -0.28894  -1.90441  -0.40172
C  0.99715  -2.29400  -0.25898
O  1.21833  -3.45421  0.29103
C  2.02920  -1.35715  -0.17284
C  3.17132  -1.43319  0.38520
C  4.45668  -0.37767  0.19324
C  5.59392  -1.02245  0.33688
C  6.72487  -0.31402  0.04540
C  6.56238  1.16866  0.27009
C  5.43472  1.79506  0.24125
C  4.22499  0.96289  0.42672
Cl  2.78083  1.92198  0.16658
H  5.44048  2.77893  0.18087
H  7.58217  1.49448  0.05296
H  7.77318  -0.62982  0.06400
H  5.61172  -2.18344  0.34810
H  3.42368  -2.37413  0.85554
H  1.73888  -0.19771  -0.82469
H  -0.93224  -2.84430  -0.58608
H  -2.15534  2.46628  -0.76932
H  -4.40332  1.14228  -2.22636
H  -4.65018  -0.53975  -1.85251
H  -6.95981  -1.78914  1.62944
H  -8.22319  -1.19689  0.45313
H  -8.19761  -0.92640  2.64197

Formally, the natural (NBO) partial charges of the atoms, in units of the elementary charge, are as follows: -0.554 -0.110 0.218 0.197 -0.491 0.819 -0.603 -0.488 0.120 -0.536 0.449 0.301 -0.427 -0.615 0.584 -0.625 -0.278 -0.093 -0.071 -0.215 -0.164 -0.208 -0.213 -0.012 0.014 0.216 0.216 0.218 0.229 0.226 0.174 0.435 0.259 0.206 0.245 0.157 0.204 0.218